1.
The following is a quantum chemistry calculation of an isolated molecule of C4H5FOS, from the Open Molecules 2025 dataset.

Cartesian coordinates (Å):
F -0.4639 2.4130 -0.0296
C -0.4603 1.0881 -0.1436
C -1.4123 0.4046 -0.7646
O -1.2653 -0.9337 -0.6781
C -0.1824 -1.1395 0.2829
C 0.5291 0.1944 0.4397
S 2.0243 0.3246 -0.6605
H -2.2914 0.7530 -1.2979
H -0.6807 -1.3494 1.2230
H 0.4314 -1.9745 -0.0095
H 0.8293 0.4574 1.4711
H 2.9421 -0.2378 0.1670

Summary:
- Energy above the lowest of the compared OMol25 structures with the same formula, charge and spin: 79.6 kJ/mol
- E_HOMO: -8.6 eV
- Calculated total energy: -728.65679 Eh
- Gap between HOMO and LUMO: 9.3 eV
- SMILES: FC1=COC[C@H]1S

=====

2.
The following is a quantum chemistry calculation of an isolated molecule of C4H5FOS, from the Open Molecules 2025 dataset.

Cartesian coordinates (Å):
F -0.4390 -1.2339 -2.1478
C 0.5773 -0.7689 -1.3427
C 0.4398 -1.0248 0.1948
O -0.4951 -0.9272 1.2888
C -0.6036 0.5516 1.7888
S 0.3332 1.5024 0.4499
C -0.0035 0.2779 -0.7037
H 1.5080 -0.7268 -1.7532
H 1.5522 -0.8753 0.3850
H -1.6873 0.7499 1.7320
H -0.1327 0.8793 2.8584
H -1.1194 0.2434 -1.0240

Summary:
- Energy above the lowest of the compared OMol25 structures with the same formula, charge and spin: 513.5 kJ/mol
- E_HOMO: -8.6 eV
- Calculated total energy: -728.49153 Eh
- Gap between HOMO and LUMO: 9.3 eV
- SMILES: F[C@@H]1[C@@H]2OCS[C@@H]12

=====

3.
The following is a quantum chemistry calculation of an isolated molecule of C4H5FOS, from the Open Molecules 2025 dataset.

Cartesian coordinates (Å):
F 0.3306 2.4066 -0.0524
C -0.2042 1.2081 0.0067
C -1.4192 0.8075 -0.4616
O -1.6855 -0.5136 -0.4168
C -0.4312 -1.1263 0.0497
C 0.5895 -0.0028 0.3531
S 2.1718 -0.0185 -0.5186
H -2.1303 1.3031 -1.0730
H -0.6904 -1.7343 0.9043
H -0.0776 -1.7960 -0.8187
H 0.8386 -0.0189 1.4196
H 2.7079 -0.5148 0.6077

Summary:
- Energy above the lowest of the compared OMol25 structures with the same formula, charge and spin: 111.1 kJ/mol
- E_HOMO: -8.5 eV
- Calculated total energy: -728.64480 Eh
- Gap between HOMO and LUMO: 9.2 eV
- SMILES: FC1=COC[C@H]1S

=====

4.
The following is a quantum chemistry calculation of an isolated molecule of C4H5FS, from the Open Molecules 2025 dataset.

Cartesian coordinates (Å):
C -2.5121 -0.0756 -0.2094
C -1.3908 0.2875 0.1014
C -0.0179 0.2686 0.4929
S 0.8153 1.6798 -0.2636
C 0.8662 -0.8220 -0.1943
F 2.1892 -0.6809 -0.1217
H -3.3943 -0.1165 -0.7675
H 0.0981 0.3839 1.4844
H 1.9505 1.7834 0.7705
H 0.5808 -0.8177 -1.3879
H 0.8151 -1.8906 0.0951

Summary:
- Energy above the lowest of the compared OMol25 structures with the same formula, charge and spin: 302.7 kJ/mol
- E_HOMO: -9.3 eV
- Calculated total energy: -653.32565 Eh
- Gap between HOMO and LUMO: 9.8 eV
- SMILES: C#C[C@H](S)CF

=====

5.
The following is a quantum chemistry calculation of an isolated molecule of C4H5FS, from the Open Molecules 2025 dataset.

Cartesian coordinates (Å):
C -1.4189 -2.3018 -0.1772
C -0.4498 -1.6012 -0.2883
C 0.7194 -0.7013 -0.3883
F 0.5724 0.0639 -1.6269
C 0.8631 0.2585 0.7885
S -0.3448 1.6715 0.8590
H -2.3193 -2.7637 -0.3245
H 1.7013 -1.2202 -0.5015
H 1.8394 0.7121 0.5635
H 0.8167 -0.2057 1.8274
H 0.0449 2.2338 -0.2754

Summary:
- Energy above the lowest of the compared OMol25 structures with the same formula, charge and spin: 175.1 kJ/mol
- E_HOMO: -9.3 eV
- Calculated total energy: -653.37424 Eh
- Gap between HOMO and LUMO: 10.1 eV
- SMILES: C#C[C@@H](F)CS

=====

6.
The following is a quantum chemistry calculation of a structure of composition C4H5GdLiO5, from the Open Molecules 2025 dataset.

Cartesian coordinates (Å):
O -2.3626 0.6933 -1.6780
C -1.7491 0.3979 -0.6013
O -2.3434 0.4618 0.4893
O -0.4786 0.0405 -0.7306
C 0.3973 -0.2191 0.4176
C 0.1075 -1.6662 0.5346
Gd -4.6204 1.0952 -0.5861
H 0.1682 0.3926 1.2930
H 1.2248 -1.9361 0.3436
H -0.1831 -1.9187 1.5600
H -0.4711 -2.1350 -0.2662
Li -1.6815 0.7249 -3.4329
O 1.7459 0.2808 0.0098
C 2.5454 0.7445 0.8357
O 3.6131 1.3112 0.5339
H 4.0876 1.7324 1.2776

Summary:
- Total charge: +4
- Multiplicity: 9
- E_HOMO (spin up / spin down): -23.2 / -26.0 eV
- Calculated total energy: -1302.90887 Eh
- Gap between HOMO and LUMO (spin up / spin down): 6.5 / 4.7 eV
- Expectation value of S²: 21.027

=====

7.
The following is a quantum chemistry calculation of a structure of composition C4H5GdLiO7, from the Open Molecules 2025 dataset.

Cartesian coordinates (Å):
O -0.9818 -1.8877 -3.6525
C -1.0798 -1.9359 -2.3860
O -0.8029 -3.0216 -1.7865
O -1.4535 -0.8619 -1.7515
C -0.5722 -0.3008 -0.7574
O 0.3747 1.7496 -0.0555
C 1.1746 1.2761 3.3156
C -0.3761 1.1830 -1.0471
O -0.0461 0.9775 3.2692
O 1.6022 2.3648 2.8411
Gd -0.4365 -4.4032 -4.0929
Li -0.0745 2.2292 1.6604
H 0.3936 -0.8259 -0.7870
H -1.0219 -0.4314 0.2373
H 0.1122 1.2711 -2.0447
H -1.3894 1.6181 -1.2054
O 1.8911 0.6907 4.3157
H 2.6864 0.3079 3.9273

Summary:
- Total charge: +1
- Multiplicity: 8
- E_HOMO (spin up / spin down): -10.6 / -10.6 eV
- Calculated total energy: -1455.01212 Eh
- Gap between HOMO and LUMO (spin up / spin down): 3.9 / 4.6 eV
- Expectation value of S²: 16.789

=====

8.
The following is a quantum chemistry calculation of a cluster of 2 separate species, C4H5I2NO2 in total, from the Open Molecules 2025 dataset.

Cartesian coordinates (Å):
C -0.6763 -1.6231 1.3427
C -0.4714 -1.2693 0.1202
N -0.2348 -0.8949 -1.0020
C -0.2476 0.0650 -2.0037
O 0.0047 -0.1538 -3.1302
O -0.7265 1.3163 -1.5818
C -1.1005 1.6087 -0.2937
I 0.4381 2.3033 1.1588
H -0.6819 -2.6254 1.6920
H -0.8106 -0.9419 2.1917
H -1.3214 0.7055 0.3404
H -1.7401 2.4700 -0.3614
I 3.8279 -0.5855 1.5423
H 3.7403 -0.3746 -0.0151

Summary:
- Energy above the lowest of the compared OMol25 structures with the same formula, charge and spin: 192.2 kJ/mol
- E_HOMO: -9.4 eV
- Calculated total energy: -955.94942 Eh
- Gap between HOMO and LUMO: 9.4 eV
- SMILES: C=C=NC(=O)OCI.I

=====

9.
The following is a quantum chemistry calculation of a structure of composition C4H5IN4O2, from the Open Molecules 2025 dataset.

Cartesian coordinates (Å):
C 1.3748 0.2862 -1.4075
C -1.6320 -0.9073 0.5415
C 0.7164 -0.2514 0.7836
C 0.5073 1.2019 0.5669
N 1.2048 -0.7023 -0.4649
N 1.0373 1.4773 -0.6891
N -0.4650 -0.9370 1.2682
N -1.5968 -0.1121 -0.5682
O 1.7444 0.2528 -2.5305
O -2.6178 -1.3830 1.1028
I -3.3037 0.7409 -1.1578
H 1.4488 -0.4257 1.4851
H 0.0280 1.8790 1.3694
H 1.1199 -1.5892 -0.7981
H 0.8701 2.2618 -1.3341
H -0.4365 -1.7919 1.8327

Summary:
- Energy above the lowest of the compared OMol25 structures with the same formula, charge and spin: 45.5 kJ/mol
- E_HOMO (spin up / spin down): -7.8 / -7.6 eV
- Calculated total energy: -822.54223 Eh
- Gap between HOMO and LUMO (spin up / spin down): 5.9 / 5.4 eV

=====

10.
The following is a quantum chemistry calculation of an isolated molecule of C4H5N, from the Open Molecules 2025 dataset.

Cartesian coordinates (Å):
H -2.2435 0.5029 1.0639
N -1.7988 0.3792 0.1830
C -0.5773 0.1503 0.0873
C 0.6791 0.1531 1.1878
C -0.0883 -0.1514 -1.2052
C 0.3627 -0.4746 -2.2886
H 0.9374 -0.9642 1.3480
H 0.4998 0.6875 2.1154
H 1.5902 0.5151 0.6978
H 0.6387 -0.7978 -3.1895

Summary:
- Energy above the lowest of the compared OMol25 structures with the same formula, charge and spin: 269.4 kJ/mol
- E_HOMO: -9.9 eV
- Calculated total energy: -210.06112 Eh
- Gap between HOMO and LUMO: 10.8 eV
- SMILES: [H]/N=C(\C)C#C

=====

11.
The following is a quantum chemistry calculation of an isolated molecule of C4H5N, from the Open Molecules 2025 dataset.

Cartesian coordinates (Å):
C -0.0091 -0.6745 0.9456
C -1.0545 -0.4861 0.1403
C -0.5623 0.0808 -1.0478
N 0.6139 0.7853 -0.6859
C 1.0616 0.1686 0.5708
H -0.0747 -1.3766 1.7846
H -2.0774 -0.6250 0.3021
H -1.0860 0.0822 -2.0316
H 1.1940 1.4659 -1.1256
H 1.9946 0.5792 1.1474

Summary:
- Energy above the lowest of the compared OMol25 structures with the same formula, charge and spin: 168.6 kJ/mol
- E_HOMO: -7.8 eV
- Calculated total energy: -210.09952 Eh
- Gap between HOMO and LUMO: 8.9 eV
- SMILES: c1cc[nH]c1

=====

12.
The following is a quantum chemistry calculation of an isolated molecule of C4H5N, from the Open Molecules 2025 dataset.

Cartesian coordinates (Å):
C -0.9306 1.4944 1.8800
C -0.0063 0.8352 1.4448
C 0.6368 -0.2258 0.7830
C 0.2742 -0.7657 -1.3378
N 1.0769 0.0816 -0.4535
H -1.7109 2.0831 2.3083
H -0.1446 -1.5146 -0.6590
H -0.5502 -0.1360 -1.6902
H 0.8092 -1.2385 -2.1518
H 1.1083 1.0618 -0.7447

Summary:
- Energy above the lowest of the compared OMol25 structures with the same formula, charge and spin: 470.8 kJ/mol
- E_HOMO: -8.2 eV
- Calculated total energy: -209.98440 Eh
- Gap between HOMO and LUMO: 8.1 eV